DFT (ωB97M-V/def2-TZVPD) results for a structure of composition C25H32FN10NaO5.

Structure (XYZ):
```
74
C25H32FN10NaO5 (ωB97M-V/def2-TZVPD)
Na 0.263 -1.015 0.295
F 4.287 -0.777 -4.201
O 2.386 -0.294 0.242
O 0.070 -0.653 -1.888
O 1.920 -2.430 0.713
O 5.720 1.538 -3.619
O 5.903 0.388 0.777
N 5.851 0.887 -1.438
N -3.642 1.958 1.195
N 0.745 0.374 -3.793
N -1.808 3.549 1.038
N 4.847 -1.060 -0.651
N -1.457 1.222 0.398
N -1.815 -2.287 0.707
N -1.940 -2.338 3.069
N -2.842 2.679 -0.986
N -0.187 -0.807 2.667
C -3.426 -4.543 0.589
C -2.216 3.836 -0.339
C -3.057 -4.012 1.801
C -4.004 2.285 -0.186
C -0.873 2.421 1.012
C 4.703 -0.502 -2.952
C -0.456 -0.042 -4.496
C -0.993 -1.133 4.893
C 2.700 -1.492 0.472
C 0.805 0.387 4.494
C -2.176 -2.829 -0.464
C 5.564 0.078 -0.343
C -2.996 3.132 1.787
C 0.886 0.025 -2.509
C 4.204 -1.815 0.423
C -1.878 1.576 -0.964
C 4.411 -1.304 -1.928
C -2.664 0.868 1.161
C -2.978 -3.942 -0.585
C 1.690 1.295 -4.412
C 0.706 0.063 3.158
C -1.008 -1.402 3.514
C -0.077 -0.231 5.377
C -2.241 -2.867 1.818
C 5.459 0.727 -2.758
H 1.477 2.333 -4.151
H 1.628 1.193 -5.493
H 6.362 1.730 -1.220
H -1.787 -2.323 -1.342
H -1.343 0.463 -4.106
H -0.997 1.869 -1.540
H 3.811 -2.196 -2.061
H -2.926 4.666 -0.333
H -2.703 2.897 2.812
H 0.021 2.706 0.453
H 4.369 -2.880 0.267
H -3.237 -4.329 -1.559
H 1.548 1.095 4.832
H -3.711 3.958 1.807
H -1.337 4.132 -0.915
H -3.121 -0.011 0.706
H -3.380 -4.466 2.729
H -2.319 0.696 -1.436
H 4.676 -1.514 1.356
H -4.472 1.412 -0.646
H -1.691 -1.630 5.556
H 2.707 1.049 -4.116
H -0.582 2.185 2.038
H -2.419 -2.804 3.820
H -0.349 0.197 -5.551
H -2.372 0.619 2.182
H -0.044 -0.010 6.436
H -0.599 -1.115 -4.383
H 1.806 0.384 -2.026
H -4.053 -5.425 0.555
H 1.374 0.503 2.424
H -4.724 3.106 -0.180
```

Its HOMO energy is -8.39 eV. Its gap between HOMO and LUMO is 8.569 eV.

DFT (ωB97M-V/def2-TZVPD) results for a structure of composition C4H6O7Yb.

Structure (XYZ):
```
18
C4H6O7Yb (ωB97M-V/def2-TZVPD)
Yb 4.970 -1.854 2.868
O -3.191 1.950 0.747
O 3.718 -2.284 0.700
O -3.741 -0.100 -0.012
O -0.506 1.097 -1.262
O 2.824 -0.673 1.895
O 1.977 -1.203 -0.128
O -3.466 1.635 -1.436
C 2.866 -1.364 0.839
C 0.973 -0.198 0.037
C -3.394 1.063 -0.294
C 0.161 -0.133 -1.244
H -1.393 1.170 -1.862
H 0.330 -0.450 0.891
H -3.868 1.779 1.411
H 1.449 0.773 0.229
H -0.552 -0.975 -1.272
H 0.842 -0.234 -2.107
```

Its spin multiplicity is 3. Its HOMO energy (spin up / spin down) is -5.85 / -8.69 eV. The calculation puts the energy relative to the best compared isomer or geometry (same formula, charge and spin) at 0.000 eV. The expectation value of S² is 2.010. Its gap between HOMO and LUMO (spin up / spin down) is 5.898 / 4.490 eV.

DFT (ωB97M-V/def2-TZVPD) results for a cluster of 2 separate species, C4H8 in total.

Structure (XYZ):
```
12
C4H8 (ωB97M-V/def2-TZVPD)
C -0.158 1.479 0.928
C 0.948 1.130 0.273
C -0.652 -0.886 -1.049
C -0.170 -1.802 -0.212
H 1.033 1.592 -0.728
H -0.419 1.012 1.874
H 1.782 0.528 0.554
H -0.730 -2.595 0.289
H -0.786 2.270 0.564
H 0.850 -1.806 0.178
H -1.625 -0.453 -0.806
H -0.071 -0.470 -1.865
```

Its HOMO energy is -8.69 eV. The calculation puts the energy relative to the best compared isomer or geometry (same formula, charge and spin) at 2.659 eV. Its gap between HOMO and LUMO is 9.949 eV.

DFT (ωB97M-V/def2-TZVPD) results for a structure of composition C26H25BCl2F8IN4O2Ti.

Structure (XYZ):
```
70
C26H25BCl2F8IN4O2Ti (ωB97M-V/def2-TZVPD)
I 3.597 -2.293 -1.170
Ti -0.065 -0.518 -0.838
Cl -3.115 1.087 2.370
Cl -7.293 -1.426 -0.056
F -0.466 -1.165 2.115
F -0.346 0.948 -1.838
F 0.115 -2.142 4.457
F 4.689 -1.576 3.582
F -2.845 1.487 -3.684
F 4.100 -0.428 1.325
F -2.287 3.564 -2.875
F -3.548 2.159 -1.647
O -1.376 -1.765 -2.032
O -1.605 -0.257 0.152
N 0.163 -2.574 -0.139
N 1.382 -0.147 0.346
N 1.079 2.832 1.303
N 1.262 -1.068 -2.727
C 0.414 2.094 2.326
C -4.799 -1.571 -0.900
C 2.412 -1.896 4.102
C 0.699 -0.629 -3.844
C -0.307 2.939 3.338
C 2.923 -2.133 -4.058
C 0.240 5.019 0.439
C -5.611 -1.043 0.084
C 2.118 1.007 -0.198
C 3.381 -1.406 3.273
C 1.115 -1.753 3.663
C -2.865 -0.513 0.168
C 0.989 -4.898 0.623
C 1.797 -0.744 1.602
C 1.179 -0.908 -5.134
C 0.528 -3.618 0.197
C -3.423 -1.295 -0.840
C -2.598 -1.842 -1.898
C 2.375 -1.802 -2.840
C -3.739 0.068 1.146
C 0.804 -1.211 2.434
C -5.067 -0.290 1.108
C 2.228 2.180 0.779
C 2.310 -1.706 -5.230
C 3.102 -0.816 2.066
C 0.233 3.482 0.338
B -2.895 2.418 -2.754
H 1.230 5.404 0.324
H 0.971 -4.873 1.680
H 0.352 3.651 3.844
H -3.128 -2.404 -2.650
H -0.350 1.423 1.932
H -1.017 3.552 2.787
H 2.661 -2.264 5.092
H -0.231 -0.076 -3.794
H 0.284 -5.624 0.277
H 1.628 1.358 -1.100
H -0.093 5.302 1.451
H 3.807 -2.710 -4.145
H -0.816 2.308 4.074
H -5.809 0.088 1.850
H 2.808 2.901 0.246
H 1.954 -5.159 0.183
H -0.819 3.166 0.338
H 3.112 0.677 -0.471
H -5.172 -2.182 -1.699
H 2.783 -1.993 -6.192
H -0.383 5.466 -0.331
H 1.209 1.554 2.818
H 0.528 3.173 -0.723
H 2.841 1.850 1.571
H 0.666 -0.437 -6.000
```

Its HOMO energy is -10.31 eV. The calculation puts the energy relative to the best compared isomer or geometry (same formula, charge and spin) at 0.419 eV. The net charge is +1. Its gap between HOMO and LUMO is 6.418 eV.

DFT (ωB97M-V/def2-TZVPD) results for a cluster of 3 separate species, C39H57F2N2O5 in total.

Structure (XYZ):
```
105
C39H57F2N2O5 (ωB97M-V/def2-TZVPD)
F 4.558 -4.721 -0.476
F -0.796 -2.111 4.879
O -0.569 -2.807 -6.560
O 0.051 -1.898 -5.746
O 4.004 3.800 -2.902
O 2.786 -0.093 1.964
O -5.274 0.570 -5.532
N -3.953 2.702 -5.890
N -4.059 -0.159 -3.515
C 0.349 -0.278 2.485
C -4.629 1.779 -5.757
C 1.203 3.371 -1.946
C -1.097 -0.724 -1.252
C 4.083 2.410 -3.242
C -3.985 1.836 1.560
C 0.492 -2.337 8.773
C 6.724 -3.621 2.211
C 2.803 -1.054 0.908
C -2.788 2.007 2.624
C 6.627 -3.594 -0.570
C 5.605 -4.169 0.166
C -4.853 0.816 -2.715
C -0.404 1.769 -0.679
C 7.704 -3.019 0.094
C 1.841 -0.433 2.992
C -4.870 2.565 -0.844
C -1.832 -3.231 -6.030
C -0.373 -2.185 6.156
C -2.320 -1.983 -3.747
C -2.683 -0.919 -1.408
C -4.033 2.034 -2.112
C -2.019 0.630 2.757
C -4.314 -0.259 -4.890
C 0.636 -3.071 6.486
C 5.641 -4.186 1.550
C -2.600 -2.142 -5.207
C -0.577 0.670 -1.803
C 7.753 -3.035 1.483
C -0.958 -1.373 7.111
C 1.075 -3.143 7.802
C -3.624 -1.215 -5.770
C 2.156 4.469 -1.317
C -0.526 -1.454 8.429
C -0.512 0.790 3.299
C -3.076 -0.979 -2.942
C -0.215 3.243 -1.241
C -3.950 2.915 0.405
C 3.682 4.027 -1.524
H -3.862 -1.273 -6.859
H 0.394 0.078 1.420
H 8.504 -2.559 -0.473
H -5.404 3.521 -1.139
H -2.893 3.178 0.116
H -1.694 -4.122 -5.333
H 1.994 -1.541 3.212
H -0.175 3.913 -0.322
H 0.832 -2.397 9.800
H -5.670 1.848 -0.510
H -1.255 0.999 -2.655
H -3.034 1.725 -1.711
H -0.982 -0.829 9.187
H 0.557 1.526 -0.128
H -0.900 -0.864 -0.143
H 6.577 -3.598 -1.652
H -0.441 0.635 4.412
H -3.271 -0.162 -0.831
H 0.519 -2.353 -5.013
H 5.026 2.239 -3.841
H 2.047 0.112 3.955
H 0.443 0.506 -2.272
H -2.899 -1.959 -1.011
H 3.218 2.114 -3.916
H -1.558 -2.669 -3.307
H -4.943 1.979 2.150
H -2.442 -3.636 -6.894
H -2.576 -0.165 3.323
H 1.075 3.598 -3.046
H 4.827 -4.640 2.102
H -4.386 3.866 0.849
H -0.169 1.813 2.970
H 1.871 -3.828 8.071
H -5.259 0.235 -1.829
H 4.121 1.710 -2.363
H -0.542 -1.552 -1.772
H 3.952 3.185 -0.828
H 1.739 2.378 -1.822
H -5.764 1.207 -3.250
H -2.144 2.853 2.254
H -3.211 2.259 3.646
H -1.289 1.742 0.035
H 1.073 -3.697 5.717
H -1.744 -0.685 6.823
H 2.470 -2.089 1.206
H 6.766 -3.636 3.294
H -0.233 -1.251 2.468
H -1.896 0.234 1.696
H 2.056 -0.707 0.115
H 2.021 4.619 -0.209
H -4.033 0.771 1.171
H 4.312 4.915 -1.197
H 8.596 -2.590 2.000
H -3.986 2.849 -2.883
H 3.801 -1.100 0.386
H -1.082 3.612 -1.855
H 2.062 5.475 -1.825
```

Its HOMO energy is -10.78 eV. The net charge is +1. Its gap between HOMO and LUMO is 6.336 eV.

DFT (ωB97M-V/def2-TZVPD) results for a cluster of 4 separate species, C28H65N4O8 in total.

Structure (XYZ):
```
105
C28H65N4O8 (ωB97M-V/def2-TZVPD)
O -1.088 3.279 1.741
O 4.669 0.461 -1.032
O -6.042 -2.919 1.832
O 0.298 0.456 -3.832
O 4.475 1.098 -4.927
O -5.761 -5.607 5.481
O 3.405 5.506 -4.968
O 4.944 -2.679 2.308
N 3.088 -0.380 1.354
N -2.450 -1.229 1.641
N -6.171 -2.746 4.936
N 5.298 3.756 -3.544
C 3.888 -0.270 -1.955
C -6.576 -4.751 6.276
C 4.710 5.901 -4.554
C -7.192 -3.670 5.418
C -4.391 -5.583 5.822
C -1.683 0.705 0.217
C 5.653 4.719 -4.578
C 3.879 0.843 1.233
C -2.448 0.816 -2.244
C -5.810 -4.303 2.069
C -1.337 -0.263 1.343
C 3.556 1.920 -5.621
C 6.025 2.492 -3.610
C 3.169 -1.019 2.665
C -1.291 1.767 -2.569
C -3.496 -0.790 -0.568
C 3.907 1.327 -0.199
C 2.421 5.616 -3.964
C 0.067 1.082 -2.576
C -2.651 1.819 0.728
C -2.228 -0.050 -1.006
C -7.095 -2.338 2.592
C 4.517 -1.587 3.094
C 5.712 -2.351 1.163
C 5.798 1.606 -4.829
C -6.644 -1.793 3.941
C -1.896 3.120 0.866
C -3.120 -1.846 0.452
H -7.464 -1.497 2.000
H -3.156 -0.808 2.247
H 5.755 1.913 -2.724
H 4.918 0.712 1.561
H 1.251 0.496 -3.974
H -4.227 -0.102 -0.144
H -3.480 1.932 0.033
H -5.067 -4.468 2.854
H 5.069 6.660 -5.254
H -7.924 -3.115 6.010
H -3.381 1.372 -2.139
H 5.296 -0.817 3.136
H 6.451 0.735 -4.725
H 6.386 -3.185 0.971
H 4.557 -0.792 -2.634
H -4.015 -2.353 0.812
H 0.839 1.841 -2.417
H 2.607 4.928 -3.129
H 2.883 1.422 -0.580
H 5.087 -2.214 0.275
H 6.672 5.073 -4.400
H -0.422 -0.814 1.133
H 4.400 -1.972 4.111
H 3.037 2.603 -4.940
H 2.837 -0.301 3.422
H -1.263 2.586 -1.850
H -7.469 -1.220 4.374
H 5.618 4.288 -5.588
H 4.034 2.504 -6.410
H -6.730 -4.822 2.341
H -0.743 1.195 -0.026
H 1.464 5.366 -4.420
H 2.808 1.270 -6.079
H 3.256 -1.007 -1.444
H -3.068 1.567 1.703
H -2.051 -1.993 2.188
H -5.833 -1.079 3.757
H 4.373 2.315 -0.241
H 4.306 3.564 -3.613
H -5.412 -3.287 4.541
H -2.579 0.152 -3.099
H 3.258 0.405 -2.544
H -5.430 -4.737 1.143
H -3.891 -6.330 5.207
H -1.509 -0.842 -1.237
H -7.924 -3.046 2.683
H 2.451 -1.845 2.672
H -1.164 0.313 2.250
H 0.173 0.363 -1.760
H 6.308 -1.449 1.322
H -3.937 -4.603 5.630
H 6.077 2.099 -5.767
H -7.375 -5.355 6.713
H -2.465 -2.582 -0.006
H -7.729 -4.167 4.598
H 7.096 2.703 -3.533
H 3.425 1.617 1.859
H -5.996 -4.315 7.093
H -4.237 -5.838 6.874
H -3.958 -1.276 -1.425
H 2.365 6.636 -3.571
H 3.406 -1.040 0.655
H -2.088 3.906 0.117
H 4.678 6.348 -3.557
H -1.431 2.189 -3.560
```

Its HOMO energy is -10.21 eV. The net charge is +1. Its gap between HOMO and LUMO is 7.219 eV.

DFT (ωB97M-V/def2-TZVPD) results for a structure of composition C44H32BF6NO7P2RuS3.

Structure (XYZ):
```
97
C44H32BF6NO7P2RuS3 (ωB97M-V/def2-TZVPD)
Ru 0.420 0.448 -0.114
S 2.137 -1.605 -1.783
S 3.173 0.922 -2.205
S -0.262 2.124 1.350
P -1.030 -0.835 1.027
P -1.022 1.391 -1.606
F 5.764 0.629 -2.066
F 3.142 -3.471 -3.299
F 1.443 -2.442 -4.168
F 4.971 2.284 -0.913
F 4.739 0.253 -0.201
F 1.142 -3.856 -2.554
O 3.387 1.706 -3.370
O 3.832 -1.374 1.836
O 0.756 -1.113 -1.634
O 1.987 0.224 1.352
O 2.699 -2.226 -0.624
O 3.470 0.422 3.276
O 2.194 1.380 -1.226
N 3.058 -0.609 -2.554
C -4.200 0.691 3.177
C -3.423 -0.190 2.444
C -1.129 4.681 0.794
C 0.581 3.102 -3.075
C -1.977 -2.173 0.240
C 1.453 -3.250 3.213
C -3.813 1.164 -1.905
C -4.962 0.536 -2.370
C 6.294 -0.984 5.005
C -1.781 5.627 0.019
C 1.192 3.616 -4.203
C -2.562 0.598 -2.143
C -0.656 -1.539 3.751
C -3.413 -4.284 -0.883
C -0.389 1.345 -4.391
C -3.625 -1.236 -3.290
C 1.961 -2.928 -3.049
C 6.519 -2.085 4.112
C -4.028 -3.062 -0.663
C -0.222 -1.694 2.436
C -1.009 3.383 0.315
C -2.481 -0.629 -2.801
C -2.142 3.986 -1.702
C 1.012 -3.092 4.520
C -1.816 1.547 2.063
C -2.226 0.236 1.870
C 0.237 1.856 -5.521
C -1.363 -3.404 0.009
C -3.310 -2.003 -0.126
C 1.022 2.993 -5.431
C -2.301 5.275 -1.221
C -0.036 -2.227 4.787
C 5.742 -2.307 3.009
C -2.072 -4.447 -0.561
C 4.481 -0.283 3.692
C 4.768 1.027 -1.290
C 4.706 -1.392 2.796
C 5.287 -0.076 4.815
C 0.855 -2.544 2.182
C -2.576 2.428 2.821
C -1.494 3.023 -0.933
C -0.226 1.964 -3.156
C -3.775 2.000 3.367
C -4.866 -0.650 -3.083
B 2.949 -0.209 2.035
H 0.741 3.591 -2.123
H -1.016 0.474 -4.500
H -2.805 6.017 -1.826
H -3.974 -5.107 -1.305
H 1.817 4.494 -4.120
H -4.375 2.689 3.946
H 1.506 3.390 -6.313
H -0.386 -2.091 5.802
H -5.930 0.983 -2.186
H -0.326 -3.563 0.274
H -1.522 -1.123 -2.911
H -1.874 6.644 0.377
H -1.578 -5.393 -0.738
H -3.550 -2.181 -3.812
H 1.480 -3.643 5.325
H 5.906 -3.128 2.327
H 6.954 -0.877 5.854
H -2.241 3.445 2.977
H -1.477 -0.878 3.987
H 5.114 0.757 5.480
H -5.132 0.355 3.611
H 0.099 1.363 -6.474
H -5.761 -1.126 -3.464
H -5.069 -2.922 -0.920
H -0.707 4.946 1.754
H -3.739 -1.219 2.325
H -3.900 2.096 -1.363
H 1.248 -2.643 1.180
H 7.340 -2.755 4.331
H 2.271 -3.925 2.992
H -3.803 -1.046 0.005
H -2.495 3.731 -2.695
```

Its spin multiplicity is 2. Its HOMO energy (spin up / spin down) is -10.95 / -10.95 eV. The calculation puts the energy relative to the best compared isomer or geometry (same formula, charge and spin) at 0.000 eV. The expectation value of S² is 0.764. The net charge is +1. Its gap between HOMO and LUMO (spin up / spin down) is 8.927 / 5.378 eV.

DFT (ωB97M-V/def2-TZVPD) results for a cluster of 2 separate species, C3H9N3 in total.

Structure (XYZ):
```
15
C3H9N3 (ωB97M-V/def2-TZVPD)
N -1.103 0.634 -0.070
N -3.239 0.401 -0.737
N 2.464 -0.369 0.298
C 2.910 -1.466 0.946
C 0.108 1.013 -0.235
C -2.221 1.173 -0.637
H 3.795 -1.933 0.293
H -1.056 -0.444 0.126
H 0.313 2.014 -0.777
H 3.260 -1.466 2.009
H -2.303 2.244 -0.927
H 2.221 -2.470 0.628
H -4.164 0.659 -1.191
H -3.314 -0.564 -0.564
H 2.328 0.573 0.838
```

Its HOMO energy (spin up / spin down) is -17.71 / -17.64 eV. The calculation puts the energy relative to the best compared isomer or geometry (same formula, charge and spin) at 7.046 eV. The net charge is +2. Its gap between HOMO and LUMO (spin up / spin down) is 6.871 / 6.743 eV.

| no. | F_max (eV/A) |
| --- | --- |
| 1 | 0.8 |
| 2 | 4.1 |
| 3 | 2.4 |
| 4 | 2.5 |
| 5 | 3.7 |
| 6 | 1.1 |
| 7 | 0.5 |
| 8 | 4.3 |